{"formula": "C49H49N3O3STe2V", "method": "wB97M-V/def2-TZVPD", "symbols": ["V", "O", "S", "O", "N", "C", "C", "C", "C", "C", "C", "C", "C", "N", "C", "C", "C", "C", "C", "C", "C", "H", "H", "H", "H", "H", "H", "H", "H", "H", "H", "H", "C", "C", "C", "C", "C", "C", "Te", "C", "C", "C", "H", "H", "H", "H", "H", "H", "H", "H", "H", "H", "H", "C", "C", "C", "C", "C", "C", "Te", "N", "C", "O", "C", "C", "C", "C", "C", "C", "C", "C", "C", "C", "C", "C", "C", "C", "C", "C", "C", "C", "H", "H", "H", "H", "H", "H", "H", "H", "H", "H", "H", "H", "H", "H", "H", "H", "H", "H", "H", "H", "H", "H", "H", "H", "H", "H", "H"], "positions_angstrom": [[1.34767, -1.50973, 0.11211], [3.51069, -1.76221, 0.50756], [3.67182, -3.13056, -0.02247], [4.58683, -3.33518, -1.10809], [2.16198, -3.46951, -0.25935], [1.49071, -4.46652, -0.90335], [1.93393, -5.70436, -1.30141], [1.03478, -6.60853, -1.90704], [-0.28104, -6.29805, -2.10449], [-0.76949, -5.02807, -1.70444], [-2.11383, -4.61318, -1.84378], [-2.48454, -3.37357, -1.41067], [-1.51411, -2.51848, -0.85341], [-0.25529, -2.86190, -0.72571], [0.12133, -4.11322, -1.12240], [4.25182, -4.11235, 1.33342], [3.38826, -4.35683, 2.39370], [3.84940, -5.09015, 3.47551], [5.15346, -5.56922, 3.48901], [6.00465, -5.31820, 2.42159], [5.55455, -4.58507, 1.33261], [2.96865, -5.98361, -1.15070], [1.40620, -7.57893, -2.21337], [-0.96139, -7.00883, -2.55688], [-2.83501, -5.29099, -2.28606], [-3.50430, -3.02252, -1.49089], [-1.77748, -1.52461, -0.51609], [2.37631, -3.96360, 2.37288], [3.18729, -5.28081, 4.31028], [5.50809, -6.14134, 4.33744], [7.02031, -5.69257, 2.43560], [6.19366, -4.38134, 0.48414], [2.69527, 0.22121, 7.76929], [2.05023, -0.32053, 6.52117], [2.29043, 0.24386, 5.28005], [1.69615, -0.24136, 4.11505], [1.99522, 0.46512, 2.81971], [0.84299, -1.35042, 4.18445], [-0.02658, -2.22510, 2.45169], [0.57530, -1.92240, 5.44173], [-0.35290, -3.09648, 5.59060], [1.17745, -1.40019, 6.57989], [3.37587, 1.03977, 7.53326], [3.26713, -0.55069, 8.28930], [1.94826, 0.60020, 8.47089], [2.95467, 1.09995, 5.20488], [2.34015, 1.48367, 3.00725], [1.10340, 0.52172, 2.19217], [2.77193, -0.05246, 2.24799], [-1.34991, -2.85842, 5.21369], [-0.43592, -3.39150, 6.63796], [-0.00300, -3.95141, 5.00821], [0.95819, -1.85583, 7.54180], [-7.60278, 4.83723, -1.97311], [-6.38878, 3.99910, -1.67325], [-5.82466, 3.17534, -2.63558], [-4.70430, 2.39220, -2.37082], [-4.17885, 1.51914, -3.47808], [-4.10414, 2.44389, -1.10198], [-2.31385, 1.32635, -0.68098], [0.34889, 0.00662, -0.42102], [1.36013, 0.41129, -1.15778], [2.11851, -0.46699, -1.71506], [1.73701, 1.86066, -1.24773], [2.59417, 2.29227, -2.25303], [2.95521, 3.62910, -2.33563], [2.47482, 4.53654, -1.40011], [1.62855, 4.10443, -0.38684], [1.25287, 2.77142, -0.31558], [-1.23695, 2.18605, -2.29559], [-1.04324, 3.57046, -2.34384], [-1.59286, 4.52964, -1.32234], [-0.29328, 4.10961, -3.38932], [0.27500, 3.31734, -4.36983], [1.12316, 3.91113, -5.46133], [0.06468, 1.94570, -4.30408], [-0.68203, 1.36271, -3.28851], [-0.83725, -0.13258, -3.28446], [-4.67447, 3.26192, -0.11391], [-4.13640, 3.39131, 1.29096], [-5.80327, 4.01921, -0.41752], [-7.91894, 4.71447, -3.00897], [-7.40048, 5.89710, -1.80615], [-8.44100, 4.56085, -1.33016], [-6.27197, 3.12984, -3.62382], [-4.94199, 1.37203, -4.24321], [-3.87441, 0.54476, -3.09336], [-3.29961, 1.96202, -3.95102], [2.96915, 1.56011, -2.95697], [3.61678, 3.96450, -3.12558], [2.76219, 5.57983, -1.45888], [1.25622, 4.80964, 0.34679], [0.58206, 2.41252, 0.45573], [-1.65869, 4.07266, -0.33495], [-2.59753, 4.86139, -1.59772], [-0.94708, 5.40568, -1.25238], [-0.12313, 5.18165, -3.40707], [1.26518, 4.98125, -5.30946], [0.66582, 3.76609, -6.44272], [2.10771, 3.44002, -5.48616], [0.51409, 1.30112, -5.05304], [-0.40086, -0.56286, -4.18601], [-1.89035, -0.41924, -3.23441], [-0.33281, -0.56776, -2.42094], [-3.21963, 2.82965, 1.44726], [-4.87425, 3.03776, 2.01428], [-3.93249, 4.43977, 1.52069], [-6.23014, 4.64939, 0.35820]], "forces_ev_per_a": [[-0.33, -0.50, -0.71], [0.24, 0.26, 0.22], [-0.25, -0.08, 0.08], [0.04, -0.02, 0.00], [0.10, 0.46, -0.08], [-0.04, 0.00, -0.02], [0.02, 0.00, -0.02], [0.01, -0.01, 0.00], [-0.02, -0.01, 0.00], [0.03, 0.00, 0.01], [0.00, 0.01, 0.01], [-0.01, -0.03, -0.01], [-0.01, 0.07, 0.00], [-0.01, 0.04, 0.01], [0.05, -0.02, 0.00], [-0.06, -0.01, 0.02], [0.04, 0.03, 0.02], [0.00, 0.01, 0.00], [0.00, 0.00, 0.00], [-0.01, 0.00, 0.00], [0.00, -0.04, -0.04], [0.00, 0.01, 0.00], [0.00, 0.00, 0.00], [0.00, 0.00, 0.00], [0.00, 0.00, 0.00], [0.00, -0.01, 0.00], [0.03, 0.02, -0.02], [0.00, -0.01, 0.01], [0.00, 0.00, 0.00], [0.00, 0.00, 0.00], [0.00, 0.00, 0.00], [0.00, 0.01, 0.00], [0.01, 0.01, 0.01], [-0.01, -0.01, 0.00], [-0.04, 0.03, 0.00], [0.01, 0.03, -0.04], [-0.09, 0.04, 0.00], [0.10, -0.05, -0.03], [0.06, 0.04, 0.00], [0.03, 0.00, -0.02], [0.00, 0.00, 0.02], [0.01, 0.00, 0.01], [0.00, 0.00, 0.00], [0.00, 0.00, 0.00], [0.00, 0.00, 0.00], [0.00, 0.00, 0.00], [0.07, -0.03, 0.00], [0.01, 0.01, 0.00], [0.00, -0.02, 0.02], [0.00, -0.01, -0.01], [0.00, 0.01, 0.00], [0.00, 0.00, -0.01], [0.01, 0.00, 0.00], [-0.01, 0.01, 0.00], [0.00, -0.01, 0.00], [-0.01, -0.02, 0.01], [0.02, -0.01, -0.03], [-0.01, -0.01, 0.00], [0.06, 0.06, 0.05], [0.03, -0.03, -0.05], [0.20, 0.14, 0.36], [0.10, -0.04, 0.35], [-0.07, -0.14, 0.33], [0.14, 0.02, -0.13], [0.05, 0.03, 0.08], [0.05, 0.00, 0.08], [0.04, -0.02, 0.03], [0.06, 0.01, 0.05], [0.10, 0.01, 0.02], [-0.10, 0.00, -0.05], [-0.04, 0.00, -0.06], [0.00, -0.02, -0.01], [-0.02, -0.04, -0.01], [-0.08, -0.03, -0.05], [-0.02, 0.00, 0.02], [-0.07, 0.00, -0.03], [-0.09, -0.04, -0.06], [-0.07, -0.08, -0.12], [-0.01, 0.01, -0.02], [0.00, 0.01, 0.01], [-0.01, 0.01, 0.00], [0.00, 0.00, 0.00], [0.00, 0.00, 0.00], [0.00, 0.00, 0.00], [0.00, 0.00, 0.00], [0.00, 0.01, 0.00], [-0.02, 0.01, -0.01], [-0.01, -0.01, 0.01], [0.00, 0.00, -0.01], [0.00, 0.00, -0.01], [0.00, 0.00, 0.00], [0.00, 0.00, 0.00], [0.00, 0.01, 0.01], [0.01, -0.02, 0.01], [-0.01, -0.02, 0.02], [-0.02, 0.03, -0.03], [0.01, 0.00, 0.00], [0.00, 0.01, 0.00], [0.00, -0.01, 0.00], [0.01, -0.01, 0.01], [0.00, 0.00, 0.00], [-0.01, 0.01, -0.02], [0.01, 0.00, 0.00], [-0.16, -0.05, -0.17], [0.01, 0.00, -0.01], [0.00, -0.01, 0.00], [-0.01, 0.00, 0.00], [0.00, 0.00, 0.00]], "homo_ha": [-0.1495, -0.1544], "multiplicity": 3, "total_energy_ha": -4164.9849, "s_squared": 2.0435, "mol_weight_g_mol": 1066.2, "homo_lumo_gap_ev": [6.30, 6.39], "total_charge": -1}


{"formula": "C2H4ClFO2", "method": "wB97M-V/def2-TZVPD", "symbols": ["C", "C", "O", "O", "F", "Cl", "H", "H", "H", "H"], "positions_angstrom": [[-0.77954, 0.30022, 0.08439], [0.59101, -0.39247, -0.04790], [-0.65981, 1.60464, -0.44580], [0.56441, -1.58525, 0.61804], [0.84071, -0.54640, -1.40792], [1.90235, 0.63105, 0.56397], [-1.53951, -0.43114, -0.55114], [-0.92936, 0.42464, 1.18557], [-1.43399, 1.81493, -0.87544], [1.44372, -1.82021, 0.87622]], "forces_ev_per_a": [[-0.28, -1.11, -0.53], [-0.60, 0.21, -0.61], [2.23, -1.13, 1.13], [-1.01, 0.45, -0.64], [0.01, -0.33, 0.69], [0.22, 0.17, 0.16], [1.65, 1.96, 1.99], [-0.58, -0.73, -0.85], [-2.60, 0.82, -1.53], [0.95, -0.31, 0.19]], "homo_ha": -0.4054, "smiles": "OC[C@@](O)(F)Cl", "total_energy_ha": -789.1267, "mol_weight_g_mol": 114.5, "homo_lumo_gap_ev": 11.75}